No. 1
86
Properties=species:S:1:pos:R:3 method="wB97M-V/def2-TZVPD" lumo_ev=0.45 charge=0 e_tot_ha=-3638.30361 multiplicity=1 largest_force_ha_per_bohr=0.36546 orbital_gap_ha=0.264 relative_energy_kj_mol=2066.6 homo_ev=-6.74
Cl 0.1574 2.0757 2.1250
C -0.6537 0.8338 0.9853
C -1.1398 -0.3959 1.8573
Cl 0.0709 -1.2988 2.6312
H 0.1144 0.4570 0.3099
H -1.4724 1.2789 0.4198
H -1.7143 -1.0852 1.2386
H -1.8309 -0.0998 2.6465
C 0.5961 1.6578 -2.4355
C 1.6025 1.1677 -1.3589
O 1.3541 -0.1794 -1.1977
P 2.2869 -1.3012 -0.5377
O 3.0373 -2.0362 -1.5262
O 1.1708 -2.1244 0.3228
C 0.5144 -3.2029 -0.1622
C -1.0078 -2.8296 -0.4404
O 3.2142 -0.4834 0.5345
C 4.5289 -0.2693 0.2638
C 4.9992 0.8940 1.1336
H 0.4356 1.0631 -3.3348
H -0.4119 1.6937 -2.0223
H 0.6902 2.7310 -2.6016
H 2.6331 1.2287 -1.7085
H 1.6089 1.6717 -0.3924
H 0.9989 -3.4810 -1.0982
H 0.4644 -3.9723 0.6083
H -1.2401 -1.9881 -1.0931
H -1.5704 -3.6937 -0.7939
H -1.4100 -2.8074 0.5725
H 5.2547 -1.0492 0.4942
H 4.7211 -0.1690 -0.8044
H 6.0721 1.0512 1.2447
H 4.5699 1.8549 0.8499
H 4.6695 0.8163 2.1696
C -0.5497 7.6768 2.9697
C -0.4019 7.4333 1.5051
O 0.9417 7.1092 1.3090
P 1.3036 5.4980 1.6662
O 1.2910 5.1800 3.0939
O 0.4294 4.5351 0.6390
C -0.6830 3.8134 1.0744
C -1.5101 3.1673 -0.0493
O 2.7929 5.2703 0.9715
C 3.3224 3.9318 0.9351
C 3.8353 3.5092 -0.4685
H -1.5523 7.9487 3.2999
H -0.5591 6.7616 3.5616
H 0.1688 8.4443 3.2575
H -1.1403 6.8076 1.0039
H -0.5804 8.4329 1.1088
H -0.4573 3.1003 1.8673
H -1.2763 4.4289 1.7507
H -0.8882 2.4773 -0.6196
H -2.3652 2.6510 0.3871
H -1.9311 3.9510 -0.6790
H 4.1043 3.8874 1.6931
H 2.6007 3.1949 1.2878
H 4.5872 4.2060 -0.8390
H 4.2425 2.5002 -0.5324
H 2.9518 3.6230 -1.0967
C 0.4003 -3.5288 -3.7598
C -0.9941 -3.3803 -3.1231
O -1.1450 -4.1591 -1.9798
P -2.6203 -4.3534 -1.3048
O -3.5242 -3.2256 -1.5902
O -3.0583 -5.8393 -1.9210
C -4.0922 -6.5074 -1.2773
C -3.6443 -7.7907 -0.8424
O -2.3093 -4.6315 0.2368
C -3.1146 -3.9437 1.2056
C -2.6245 -2.4022 1.4116
H 1.1832 -3.7367 -3.0304
H 0.4492 -4.3812 -4.4374
H 0.7721 -2.5738 -4.1313
H -1.0650 -2.3483 -2.7797
H -1.8754 -3.4198 -3.7633
H -4.6598 -5.9458 -0.5353
H -4.8906 -6.6600 -2.0035
H -2.9186 -8.2625 -1.5048
H -3.2512 -7.6693 0.1669
H -4.4948 -8.4645 -0.7387
H -4.1607 -4.0031 0.9054
H -2.9656 -4.3739 2.1959
H -1.8710 -2.4228 2.1990
H -2.2316 -1.8667 0.5473
H -3.2842 -1.6579 1.8577


No. 2
79
Properties=species:S:1:pos:R:3 method="wB97M-V/def2-TZVPD" lumo_ev=0.01 charge=0 e_tot_ha=-1806.71245 multiplicity=1 largest_force_ha_per_bohr=0.06998 orbital_gap_ha=0.181 relative_energy_kj_mol=446.7 homo_ev=-4.90
O -1.4689 -1.8514 -1.1227
O -2.7683 -1.3060 -3.0081
C -0.3099 -2.6592 -1.6433
C 0.7621 -2.8037 -0.5968
H 0.0545 -2.0813 -2.5050
H -0.7550 -3.6093 -1.9897
H 1.1429 -1.8267 -0.2705
H 1.5928 -3.3433 -1.0607
H 0.4409 -3.3920 0.2694
C -2.2228 -2.4528 0.0902
C -3.2216 -3.4604 -0.3984
H -2.6647 -1.6079 0.6293
H -1.4600 -2.8788 0.7507
H -3.8553 -3.0238 -1.1869
H -3.8724 -3.7880 0.4289
H -2.6932 -4.3290 -0.8224
C -3.4283 -0.0365 -2.6368
C -2.2745 -1.3781 -4.3766
C -4.0425 -0.1505 -1.2930
H -4.1971 0.1191 -3.3865
H -2.7293 0.8084 -2.6883
H -4.4382 -1.1358 -1.1103
H -4.8713 0.5388 -1.1980
H -3.3600 0.1180 -0.4965
C -2.8013 -2.6441 -4.9995
H -1.1773 -1.3494 -4.3820
H -2.6102 -0.4893 -4.9284
H -2.5581 -3.5276 -4.4040
H -2.4196 -2.8078 -6.0104
H -3.8902 -2.5937 -5.0580
H -2.1383 -1.8136 -2.0409
Ba 0.7772 1.7613 1.5984
C -0.0182 1.8087 -0.6665
Si 0.9343 1.9999 -2.2568
H -1.0607 2.1076 -0.9789
H -0.1681 0.6758 -0.6117
C 1.7535 0.3890 -2.8345
C 2.1643 3.3655 -1.9307
C -0.3503 2.2686 -3.5853
C 3.4343 0.8290 0.4049
Si 4.4440 1.6533 1.7314
H 3.8258 0.8661 -0.6259
H 3.0504 -0.1957 0.5913
C 5.2556 3.1728 0.9646
C 5.7487 0.5239 2.4493
C 3.4164 2.2334 3.2190
H -0.1254 3.1109 -4.2411
H -1.3224 2.4629 -3.1226
H -0.4780 1.3864 -4.2218
H 2.5627 0.0323 -2.1906
H 2.1447 0.5212 -3.8513
H 0.9868 -0.3964 -2.8893
H 2.9783 3.0559 -1.2648
H 1.6474 4.2052 -1.4476
H 2.6113 3.7347 -2.8597
H 6.0816 -0.2153 1.7130
H 5.3590 -0.0209 3.3177
H 6.6218 1.1010 2.7738
H 2.7152 1.4785 3.6160
H 2.8847 3.1851 3.0496
H 4.1366 2.4233 4.0256
H 6.0913 3.5016 1.5966
H 4.5525 4.0107 0.8667
H 5.6561 2.9484 -0.0324
C -2.4101 0.4271 5.7509
C -1.5986 0.5741 4.5120
N -1.6037 1.7388 3.8571
O -2.5564 2.5536 4.5207
C -0.8039 -0.4853 3.9529
C -0.3330 -1.6653 4.7045
N -0.3869 -0.2263 2.6723
O 0.7646 -0.7347 2.3127
H -3.4761 0.5935 5.5208
H -2.1124 1.1504 6.5303
H -2.2939 -0.5910 6.1526
H -2.6414 3.3270 3.9349
H 0.4254 -2.1996 4.1255
H 0.1068 -1.3431 5.6554
H -1.1572 -2.3480 4.9364


No. 3
75
Properties=species:S:1:pos:R:3 method="wB97M-V/def2-TZVPD" lumo_ev=0.09 charge=0 e_tot_ha=-1491.25170 multiplicity=1 largest_force_ha_per_bohr=0.21169 orbital_gap_ha=0.273 relative_energy_kj_mol=275.0 homo_ev=-7.35
C 2.4875 1.6974 -1.5974
C 2.0665 0.1804 -2.0244
N 1.0995 0.0184 -3.1474
C -0.2315 0.4314 -2.5554
C 1.3675 0.9594 -4.3264
C 2.7135 0.8134 -4.9694
C 1.0605 -1.3806 -3.6554
C 0.7535 -2.5596 -2.7874
O 0.9995 -3.7806 -3.3844
C 0.9125 -4.9346 -2.5794
H 3.4875 1.5154 -1.2164
H 1.7165 1.9844 -0.8144
H 2.5815 2.3574 -2.3414
H 1.6805 -0.3596 -1.0704
H 2.8825 -0.4546 -2.2464
H -0.4655 -0.2156 -1.7964
H -1.1495 0.4314 -3.2104
H -0.2865 1.3364 -2.1844
H 1.3895 1.9804 -4.1104
H 0.7195 0.7554 -5.1564
H 3.0565 -0.1196 -5.4954
H 3.4135 1.1264 -4.4844
H 2.8025 1.5014 -5.6854
H 1.9465 -1.4526 -4.2954
H 0.3985 -1.5806 -4.4044
H -0.3715 -2.5376 -2.5034
H 1.3295 -2.3746 -1.7854
H -0.0675 -4.9636 -2.1494
H 1.4295 -4.7646 -1.7854
H 1.1425 -5.8166 -3.0944
Cl -0.1585 0.1434 0.8196
C -0.7695 3.4874 2.2766
C -0.2375 4.6894 3.0106
N -0.9155 5.9824 2.8286
C -2.4385 6.1324 3.0516
C -2.7645 6.4224 4.4916
C -0.2345 7.0634 3.4106
C 1.1175 7.3934 2.7066
H -0.3865 2.4164 2.6986
H -0.5645 3.5974 1.2216
H -1.7195 3.3064 2.3516
H 0.9265 4.6404 2.8216
H -0.2505 4.4424 4.2516
H -2.9045 5.2084 2.7906
H -2.6505 6.8734 2.3356
H -2.3075 7.3664 5.0476
H -2.4995 5.5744 5.2636
H -3.8845 6.4544 4.5276
H 0.1225 6.8464 4.4806
H -0.8495 7.9514 3.4726
H 1.3335 8.4984 2.9686
H 0.8815 7.3694 1.6056
H 1.9935 7.0084 2.8636
C -2.0415 -6.9376 -0.6244
C -2.1695 -5.6336 0.2146
N -0.9605 -4.9076 0.5616
C -1.1235 -3.4406 0.6926
C -1.7785 -2.9106 2.0006
C -0.1075 -5.6756 1.5476
C 1.2305 -5.1136 1.3836
H -1.8095 -7.5826 0.0046
H -1.3905 -6.9226 -1.3034
H -2.9415 -7.2896 -1.0164
H -2.6065 -5.7886 1.2226
H -2.5865 -5.0776 -0.5434
H -1.6935 -3.0216 0.0476
H -0.1515 -2.9746 0.5196
H -1.8655 -1.8136 1.9296
H -1.0795 -3.0416 2.7596
H -2.5955 -3.5956 2.2456
H 0.0265 -6.5576 1.2056
H -0.6635 -5.5026 2.5566
H 1.1875 -4.0076 1.5006
H 1.7085 -5.2206 0.4696
H 1.7055 -5.6466 2.1876